{"formula": "C37H98F6N15O20S2", "method": "ωB97M-V/def2-TZVPD", "symbols": ["S", "S", "F", "F", "F", "F", "F", "F", "O", "O", "O", "O", "O", "O", "O", "O", "O", "O", "O", "O", "O", "O", "O", "O", "O", "O", "O", "O", "N", "N", "N", "N", "N", "N", "N", "N", "N", "N", "N", "N", "N", "N", "N", "C", "C", "C", "C", "C", "C", "C", "C", "C", "C", "C", "C", "C", "C", "C", "C", "C", "C", "C", "C", "C", "C", "C", "C", "C", "C", "C", "C", "C", "C", "C", "C", "C", "C", "C", "C", "C", "H", "H", "H", "H", "H", "H", "H", "H", "H", "H", "H", "H", "H", "H", "H", "H", "H", "H", "H", "H", "H", "H", "H", "H", "H", "H", "H", "H", "H", "H", "H", "H", "H", "H", "H", "H", "H", "H", "H", "H", "H", "H", "H", "H", "H", "H", "H", "H", "H", "H", "H", "H", "H", "H", "H", "H", "H", "H", "H", "H", "H", "H", "H", "H", "H", "H", "H", "H", "H", "H", "H", "H", "H", "H", "H", "H", "H", "H", "H", "H", "H", "H", "H", "H", "H", "H", "H", "H", "H", "H", "H", "H", "H", "H", "H", "H", "H", "H"], "positions_angstrom": [[7.18250, -32.54252, -8.94982], [8.83805, -31.12188, -7.65208], [4.63670, -31.84227, -9.49975], [4.79575, -33.64847, -8.27331], [5.31864, -33.67095, -10.36875], [9.88294, -28.73799, -8.10561], [8.00770, -28.59613, -7.14758], [8.13226, -29.10477, -9.30419], [7.92800, -35.11105, -13.65399], [13.64792, -32.19099, -5.27245], [3.62040, -25.85723, -10.09973], [9.32798, -31.04253, -6.30041], [7.61696, -31.86405, -10.14732], [11.58131, -33.99866, -12.35841], [1.50942, -28.38080, -10.63268], [4.78653, -31.73006, -14.66162], [14.79320, -31.13513, -10.11759], [10.89988, -35.75092, -6.17797], [3.06818, -29.04526, -7.06313], [6.88185, -34.95076, -4.03421], [10.15689, -29.65732, -13.18262], [5.76831, -26.43361, -15.12478], [12.82309, -25.84936, -7.96763], [10.72655, -28.98621, -2.86155], [6.44650, -27.29820, -4.31803], [11.30746, -24.66815, -6.06303], [7.75380, -33.82818, -8.66966], [9.78622, -31.61179, -8.60193], [4.53384, -30.26417, -5.78415], [13.32849, -33.56741, -7.82704], [9.18011, -27.38065, -2.75074], [5.82895, -25.11233, -4.64529], [7.71447, -28.62167, -13.62793], [8.37366, -33.85716, -5.38909], [10.03135, -36.31789, -12.17490], [6.26664, -33.17164, -5.37958], [8.84636, -29.09268, -4.21584], [5.55618, -26.70274, -6.31317], [5.17727, -29.54305, -7.83818], [2.16776, -30.46337, -12.36904], [9.35608, -24.20344, -5.02542], [9.55096, -26.15662, -6.19703], [7.16641, -31.61938, -7.68788], [2.13596, -30.60500, -10.91615], [1.07483, -29.70161, -10.30835], [13.17846, -31.00222, -4.61860], [12.04310, -35.61229, -7.04675], [9.66541, -28.52161, -3.29633], [4.16900, -29.56068, -6.90102], [7.67284, -35.81837, -12.44482], [5.96614, -27.81386, -15.30385], [5.97464, -26.41466, -5.04317], [9.30747, -29.75616, -12.07262], [4.83480, -26.21745, -14.05576], [12.45566, -27.17198, -8.33805], [11.27142, -36.16132, -11.39264], [12.27912, -33.08875, -13.18223], [7.14490, -34.09323, -4.86477], [0.61415, -27.42281, -10.05046], [11.51194, -29.41632, -12.92449], [5.35082, -32.92768, -9.26770], [7.85209, -29.64658, -12.60821], [4.28367, -27.11990, -10.07703], [12.24606, -35.27294, -12.16491], [10.55017, -37.11240, -5.97691], [14.82199, -32.11513, -9.07452], [13.45739, -27.72971, -9.31170], [13.50395, -32.86182, -9.07555], [12.03655, -34.21948, -7.65495], [5.01437, -31.80144, -16.03977], [10.16921, -25.03235, -5.77470], [6.35331, -28.72267, -14.14813], [15.98364, -30.38219, -10.09949], [8.65044, -29.25579, -8.09659], [8.86778, -35.76344, -11.48875], [5.77677, -26.82743, -10.01683], [3.47146, -30.93244, -12.82033], [3.61668, -30.99850, -14.33528], [12.53251, -30.07874, -5.61228], [7.97027, -33.70969, -13.55485], [7.11999, -29.52011, -11.81043], [6.00867, -24.96022, -3.66982], [11.63699, -30.49229, -6.07810], [9.78673, -26.81175, -2.19170], [4.92121, -26.05860, -6.75284], [5.13490, -28.32962, -15.81554], [7.96360, -28.63214, -4.40262], [13.05121, -28.63428, -9.77783], [5.33968, -30.85959, -5.85744], [8.84746, -33.26132, -13.06992], [14.46237, -27.88847, -8.93191], [3.72731, -31.87943, -12.34817], [12.18116, -36.44167, -7.74199], [5.88909, -30.28645, -7.78658], [13.82233, -32.84408, -4.59066], [9.05309, -29.90667, -4.77946], [1.96157, -31.63671, -10.60550], [13.28571, -29.94120, -6.39854], [8.64130, -36.37589, -10.61508], [5.30714, -26.48431, -13.11084], [11.78939, -37.11740, -11.23382], [12.66195, -32.17764, -9.24821], [12.77408, -32.37147, -12.52498], [1.07688, -26.44388, -10.01382], [1.91635, -29.51733, -12.61660], [6.08812, -26.50558, -11.00767], [6.35446, -29.76900, -14.49965], [15.08037, -31.76616, -8.06998], [5.29243, -33.26048, -5.14657], [-0.23029, -27.33904, -10.74188], [11.35872, -37.57408, -5.39654], [5.44984, -27.68758, -6.50654], [6.29947, -27.76928, -9.80919], [7.40418, -36.78985, -12.85973], [12.43888, -35.63467, -13.17768], [0.04715, -29.85830, -10.65230], [5.76797, -32.56590, -16.23845], [11.40236, -33.52288, -7.10042], [16.34729, -29.97809, -9.14933], [5.17207, -24.64408, -5.24306], [11.43798, -27.16281, -8.73985], [13.46290, -27.11967, -10.22134], [7.70192, -30.65889, -13.01954], [8.43491, -28.82853, -14.30844], [4.13824, -32.02308, -16.65486], [12.39780, -27.73394, -7.39436], [3.59773, -29.99527, -14.77280], [16.82484, -30.95310, -10.51000], [14.14348, -30.65046, -4.22674], [15.61006, -32.79733, -9.41783], [12.80880, -35.66540, -6.26201], [8.50182, -24.63479, -4.72699], [3.82483, -30.54404, -5.13059], [6.50761, -32.95734, -6.34278], [10.24798, -35.79068, -13.00962], [5.68090, -28.79918, -13.29080], [13.10570, -34.94897, -11.57142], [3.89859, -26.76033, -14.20403], [13.05633, -33.55448, -13.80146], [8.63235, -26.41741, -5.90156], [12.51288, -31.23883, -3.78330], [9.37549, -30.75042, -11.62059], [6.07353, -26.26890, -9.13201], [5.49289, -30.90241, -16.45128], [11.58348, -34.25834, -8.65078], [9.65681, -37.15877, -5.35687], [7.96816, -33.26096, -14.54873], [10.18740, -26.86005, -6.54149], [4.62693, -25.14881, -14.06534], [9.53890, -28.96078, -11.35807], [13.45524, -32.89372, -7.08381], [12.12045, -29.74846, -13.76557], [7.13553, -33.27352, -12.99437], [4.26785, -30.22927, -12.53164], [8.60387, -32.95491, -5.77963], [0.24461, -27.78595, -9.09126], [3.95861, -27.71361, -9.21434], [8.38624, -26.93650, -3.18109], [6.66248, -27.90762, -16.14632], [15.79849, -29.50913, -10.72675], [10.42058, -37.60701, -6.94111], [11.80729, -28.37887, -12.73222], [13.60655, -33.61372, -9.86402], [1.13711, -29.74957, -9.21427], [12.34427, -29.06707, -5.25684], [3.99636, -27.75933, -10.91650], [5.01227, -29.23265, -8.77978], [11.62430, -32.62837, -13.92272], [6.78684, -35.42595, -11.93196], [8.99359, -34.72387, -11.16898], [3.11379, -30.22913, -10.58919], [9.77981, -23.49229, -4.45992], [2.78926, -25.93104, -9.63237], [12.13007, -25.43695, -7.41809], [9.04666, -34.60147, -5.43520], [11.92026, -29.95047, -12.05841], [11.09077, -35.85844, -10.35821], [2.75564, -31.54455, -14.73891]], "forces_ev_per_a": [[-0.646, -1.985, -2.624], [-0.436, 2.479, 0.612], [-0.304, 0.357, 0.239], [0.186, 0.587, -0.219], [0.082, -0.157, -0.119], [0.198, -0.283, -0.212], [-0.923, -0.011, -0.152], [-0.447, 0.205, 0.376], [0.101, 0.517, -0.101], [-0.694, -0.490, -0.437], [-0.052, 0.082, -0.146], [-0.886, -0.506, 0.190], [-0.808, -0.151, 0.029], [-0.628, -0.357, -0.499], [-0.584, 0.789, 0.421], [-0.195, 0.285, 0.094], [0.114, 0.570, 1.517], [-1.125, -0.328, -1.104], [0.357, 0.299, 0.203], [-0.114, 0.064, -0.410], [0.476, 0.015, -0.819], [-0.763, -0.579, 0.845], [0.271, 0.185, -0.610], [-0.508, 0.001, -0.887], [0.269, 0.936, -0.238], [-0.453, -0.707, 0.087], [-0.257, -0.148, -0.053], [-0.659, -0.389, -0.071], [-0.024, 0.164, -0.014], [0.766, -0.525, 0.471], [-0.907, 1.158, 0.000], [0.431, -0.986, -0.899], [-0.143, 0.785, 1.209], [0.641, -0.382, 0.037], [0.950, -0.080, 0.794], [-0.576, 0.355, -0.173], [-0.437, 0.322, -0.315], [0.186, 0.498, 0.596], [0.642, -0.144, 0.228], [-0.337, -1.415, 0.051], [-0.227, -0.614, -0.340], [1.085, -0.248, -0.538], [3.229, 1.237, 0.502], [-0.552, 0.878, -0.377], [1.206, 0.492, 0.357], [0.784, -0.114, 0.841], [0.413, 0.739, 2.469], [1.254, -1.257, 0.823], [-0.517, -0.983, -0.786], [-0.031, 0.362, -0.246], [0.238, -0.899, -1.272], [-0.160, -1.431, 0.209], [-1.068, 0.405, 0.218], [0.694, 0.625, -0.521], [-0.151, 0.795, 1.139], [0.577, -0.716, -0.315], [0.485, -0.267, 0.096], [0.268, -0.006, 0.510], [-0.153, -0.878, -1.207], [0.994, -0.214, 0.492], [0.802, -0.522, 0.307], [1.461, -0.578, -0.037], [0.285, 0.001, 0.793], [-1.005, 2.103, 0.824], [0.664, 0.635, 0.380], [0.183, -0.674, -1.125], [-0.958, -0.301, -1.249], [-0.026, -0.369, -0.038], [-0.340, 0.718, -1.161], [0.953, -0.026, -0.645], [-0.066, 1.678, 0.493], [1.326, -1.263, -0.410], [0.216, 0.494, -0.916], [1.142, -1.231, 0.219], [-0.495, -0.418, -1.069], [-0.291, -1.796, 0.001], [0.609, 1.292, -0.750], [-0.792, -0.993, 0.105], [0.930, 0.111, -0.915], [0.046, 1.060, 0.311], [0.166, 0.105, 0.148], [-0.516, 0.438, 0.024], [0.047, -0.036, 0.255], [0.197, -0.217, -0.014], [-0.049, -0.222, -0.311], [-0.790, 0.472, 0.541], [0.111, -0.160, 0.022], [0.253, -0.503, 0.661], [0.230, -0.110, 0.274], [0.335, -0.624, 0.149], [-0.062, 0.055, 0.113], [-0.259, -0.188, -0.177], [-0.317, 0.051, -0.170], [-0.409, 0.665, 0.107], [0.000, -0.095, -0.062], [0.408, 0.157, 0.504], [0.237, -0.048, -0.116], [-0.193, -0.027, -0.248], [0.028, 0.055, 0.096], [-0.223, -0.045, 0.128], [-0.114, -0.199, -0.331], [0.137, 0.066, -0.436], [-0.030, 0.372, -0.278], [0.135, -0.027, 0.191], [0.499, 0.128, -0.127], [0.462, 0.620, 0.364], [-0.905, 0.143, -0.654], [-0.073, 0.588, -0.154], [0.027, -0.311, -0.015], [-0.287, 0.163, 0.204], [0.001, -0.396, -0.182], [0.062, 0.073, -0.255], [-0.059, -0.102, -0.467], [0.359, -0.393, 0.650], [0.502, -0.529, 0.250], [0.080, -0.247, -0.137], [-0.199, -0.279, 0.286], [-0.300, -0.491, 0.368], [-0.599, -0.320, 0.436], [-0.018, 0.958, 0.777], [0.149, -0.114, -0.411], [0.429, 0.592, 0.369], [-0.533, 0.008, -0.188], [-0.234, 0.250, -0.327], [-0.265, -0.039, 0.280], [0.139, -0.518, -0.277], [0.258, 0.113, -0.037], [-0.021, -0.104, -0.131], [-0.641, 1.049, 0.316], [0.124, -0.296, 0.636], [0.909, -0.027, -0.793], [-0.232, 0.364, 0.420], [-0.103, 0.174, -0.061], [-0.525, 0.193, 0.434], [-0.859, 0.113, -0.238], [-0.231, 0.742, -0.125], [0.568, -1.075, -0.230], [0.012, -0.175, -0.015], [0.076, -0.331, 0.237], [-0.090, -0.236, 0.147], [-0.018, -0.016, -0.110], [0.294, 0.180, 0.347], [-0.185, 0.820, -0.426], [-0.329, 0.375, 0.209], [-0.204, -0.142, 0.033], [-0.161, 0.078, -0.223], [-0.190, -0.350, -0.188], [-0.411, -0.193, -0.095], [-0.060, -0.021, 0.135], [0.004, -0.047, 0.085], [0.030, -0.193, 0.284], [-0.288, -0.051, -0.243], [-0.332, -0.317, -0.075], [0.093, -0.071, 0.519], [-0.013, -0.388, 0.106], [0.178, 0.300, 0.228], [-0.067, 0.395, 0.163], [-0.109, -0.005, 0.094], [0.695, 0.159, 0.538], [0.135, -0.080, -0.164], [-0.152, -0.232, 0.101], [-0.645, 0.319, -0.130], [-0.612, 0.218, -0.234], [-0.280, -0.465, -0.013], [-0.185, -0.219, 0.503], [0.165, 0.331, -0.384], [-0.483, 0.082, 0.163], [-0.346, 0.271, 0.419], [-0.025, 0.197, -0.056], [0.127, 0.029, 0.137], [-0.135, -0.293, 0.809], [0.087, -0.020, -0.058], [-0.096, -0.126, 0.025], [0.326, -0.164, 0.103], [0.268, 0.110, 0.143], [-0.407, -0.326, 0.098], [-0.123, 0.706, -0.209], [-0.129, 0.077, -0.115]], "mulliken_charge": [0.970, -0.849, -0.280, -0.234, -0.159, -0.049, 0.311, -0.104, -0.504, -0.464, -0.676, -0.346, 0.320, 0.002, -0.121, -0.069, -0.080, -0.221, -0.739, -0.718, -0.367, -0.416, -0.671, -0.695, -0.771, -0.745, -0.611, -0.058, -0.150, -0.299, -0.367, -0.395, -0.397, 0.117, -0.421, -0.150, 0.238, -0.104, 2.561, -0.450, -0.447, -0.045, 0.077, 0.816, -1.019, -0.713, -0.791, 0.602, -0.102, -0.645, -0.980, 0.413, -0.543, -0.269, 1.109, -0.258, -0.588, 0.359, -0.969, -0.646, 0.078, 0.017, 0.267, -0.838, -0.905, -0.781, -1.299, 0.507, 0.854, -0.871, 0.710, 0.829, -1.002, 0.027, 0.000, -0.572, 0.269, -0.819, -0.435, -0.529, -0.225, 0.325, -0.137, 0.233, 0.213, 0.298, 0.032, 0.213, 0.027, 0.235, 0.314, 0.164, 0.418, -1.058, 0.221, -0.042, 0.374, 0.232, 0.419, -0.144, 0.394, 0.164, -0.016, 0.272, 0.359, 0.393, 0.266, 0.465, 0.215, 0.316, 0.336, 0.113, -0.256, 0.323, 0.403, 0.410, 0.253, -0.151, 0.366, 0.182, -0.081, 0.433, 0.226, 0.417, 0.368, -0.303, 0.156, 0.317, 0.325, 0.278, 0.330, 0.190, 0.281, -0.159, 0.357, -0.682, 0.377, 0.257, 0.413, 0.015, 0.381, 0.296, 0.249, 0.250, -0.442, 0.259, 0.365, -0.186, 0.340, 0.548, 0.036, 0.369, 0.214, -0.272, -0.128, 0.379, 0.450, 0.172, 0.395, 0.277, 0.318, 0.320, -0.242, 0.405, 0.521, -0.087, -0.813, 0.215, 0.167, 0.056, -0.582, 0.238, 0.338, 0.396, 0.155, 0.046, -0.141, 0.593], "e_lumo_ev": 1.62, "gap_ev": 8.10, "total_charge": -1, "e_above_lowest_kj_mol": 0.00, "energy_ha": -5190.2806, "e_homo_ev": -6.5, "fmax_ev_per_a": 3.49}